DFT (the ωB97M-V functional and the def2-TZVPD basis) results for C9H15B2F4N4O4Ti as an isolated structure.

Geometry as XYZ:
```
39
Properties=species:S:1:pos:R:3:forces:R:3
Ti 0.199 -0.602 -0.365 0.37 -1.37 -0.78
C 2.491 2.624 -2.153 0.10 -0.03 0.04
C 1.947 1.508 -1.345 0.47 0.00 0.40
N 0.873 0.871 -1.590 0.03 0.10 -0.15
O 0.089 1.068 -2.672 -0.16 0.00 -0.07
B -0.867 -0.081 -2.849 -0.01 0.06 0.23
F -0.062 -1.266 -2.235 -0.19 0.34 -0.15
F -1.174 -0.282 -4.116 -0.01 0.09 -0.03
O -2.093 -0.063 -1.977 0.02 0.08 -0.09
N -1.793 -0.501 -0.735 -0.17 0.06 -0.07
C -2.650 -0.908 0.120 -0.02 -0.19 0.44
C -4.120 -0.888 -0.068 -0.01 -0.09 0.06
C -1.965 -1.433 1.381 -0.44 0.09 -0.21
N -0.696 -1.341 1.291 0.03 -0.06 0.25
O 0.163 -1.812 2.221 0.12 -0.02 0.01
B 1.539 -1.978 1.614 -0.12 0.26 0.14
F 1.208 -2.286 0.152 0.04 0.16 0.25
F 2.212 -2.942 2.215 0.03 0.03 0.03
O 2.356 -0.711 1.504 -0.04 -0.13 0.10
N 1.982 -0.005 0.416 0.06 0.07 0.18
C 2.635 0.969 -0.082 -0.01 0.33 -0.47
C 3.891 1.534 0.462 0.03 0.04 -0.10
C -2.668 -1.993 2.563 -0.06 -0.05 -0.08
H 1.890 2.775 -3.045 -0.01 0.00 -0.01
H 3.525 2.422 -2.438 -0.01 0.01 0.00
H 2.485 3.539 -1.556 0.01 0.00 -0.02
H -4.368 -0.556 -1.072 0.01 0.01 -0.02
H -4.570 -0.207 0.658 -0.01 -0.01 -0.01
H -4.540 -1.880 0.101 0.00 0.02 0.00
H 4.223 0.961 1.323 0.00 -0.01 0.01
H 3.722 2.571 0.760 0.03 -0.01 0.01
H 4.672 1.533 -0.301 -0.01 0.01 0.02
H -3.747 -1.913 2.463 0.02 -0.01 0.01
H -2.344 -1.466 3.461 0.00 0.01 0.00
H -2.393 -3.042 2.692 0.00 0.01 0.00
C -0.441 1.221 0.676 0.14 -0.02 -0.05
H -1.329 1.032 1.264 -0.04 0.13 0.05
H -0.644 1.983 -0.072 -0.11 0.04 0.03
H 0.360 1.548 1.333 -0.03 0.06 0.05
```
Positions in Å, forces in eV/Å.

Spin multiplicity = 1
HOMO-LUMO gap = 8.356 eV
Total charge = +1
Highest occupied orbital energy = -13.50 eV